Model 1:
{
  "formula": "C35H44Cl2MoNOP3",
  "method": "ωB97M-V with the def2-TZVPD basis set",
  "total_charge": 2,
  "homo_energy_ev": [-12.7, -12.7],
  "orbital_gap_ev": [6.53, 6.68],
  "spin_multiplicity": 3,
  "s2": 2.03,
  "elements": ["P", "C", "C", "H", "C", "H", "C", "H", "C", "H", "C", "H", "C", "C", "H", "C", "H", "C", "H", "C", "H", "C", "H", "C", "C", "H", "C", "H", "C", "H", "C", "H", "C", "H", "Mo", "C", "C", "H", "C", "O", "H", "C", "H", "C", "Cl", "Cl", "P", "C", "H", "H", "H", "C", "H", "H", "H", "C", "H", "H", "H", "P", "C", "C", "H", "H", "H", "H", "H", "H", "C", "H", "H", "H", "H", "N", "C", "C", "C", "C", "C", "C", "H", "H", "H", "H", "H", "H", "H"],
  "xyz": [[0.35269, 0.56120, -2.55052], [0.40689, -0.46505, -4.01946], [-0.50592, -0.29198, -5.07474], [-1.32605, 0.42120, -4.97995], [-0.35582, -1.03331, -6.24835], [-1.05680, -0.88687, -7.07133], [0.69108, -1.95292, -6.37041], [0.81092, -2.52564, -7.29207], [1.58730, -2.13942, -5.31166], [2.40219, -2.85837, -5.39999], [1.44675, -1.40216, -4.13557], [2.13968, -1.53973, -3.30501], [-1.26461, 1.35414, -2.48139], [-2.41012, 0.54110, -2.37716], [-2.30314, -0.54630, -2.38953], [-3.67411, 1.12032, -2.25601], [-4.54950, 0.47934, -2.13094], [-3.81656, 2.50983, -2.31885], [-4.81067, 2.95931, -2.25812], [-2.68888, 3.31947, -2.47196], [-2.79800, 4.40374, -2.54364], [-1.41435, 2.75223, -2.53512], [-0.53726, 3.39268, -2.65300], [1.65724, 1.79809, -2.68211], [1.92274, 2.38338, -3.93706], [1.32717, 2.09922, -4.80650], [2.95126, 3.31593, -4.07826], [3.14486, 3.76417, -5.05429], [3.73397, 3.67156, -2.97342], [4.53939, 4.40099, -3.08395], [3.48467, 3.08607, -1.72857], [4.09065, 3.35509, -0.86208], [2.45954, 2.14842, -1.58202], [2.29080, 1.67029, -0.61678], [0.29557, -1.77849, 1.48165], [-0.58067, -0.24270, 2.72732], [-1.01339, 0.89590, 2.14261], [-0.68412, -0.39715, 3.81132], [-0.72472, 1.03212, 0.66151], [0.05879, 2.24024, 0.50343], [0.29874, 2.34716, -0.43744], [0.00142, -0.19953, 0.20672], [-1.66873, 1.12606, 0.08878], [0.54299, -0.57177, -0.95175], [0.37296, -2.86601, 3.63664], [1.49133, -3.52565, 0.29122], [-1.72924, -2.97974, 1.16386], [-1.73910, -4.67868, 1.80384], [-1.83982, -4.65357, 2.89500], [-0.78923, -5.16173, 1.54863], [-2.57554, -5.22849, 1.35328], [-3.19577, -2.19302, 1.88793], [-3.32240, -1.18667, 1.46798], [-3.05710, -2.10035, 2.97244], [-4.08834, -2.79707, 1.67428], [-2.10676, -3.13759, -0.60051], [-1.18802, -3.38756, -1.14434], [-2.50089, -2.18670, -0.97918], [-2.85109, -3.93336, -0.73521], [-1.86351, 2.27771, 2.95155], [-2.42060, 1.71916, 4.54855], [-3.22232, 2.68796, 1.84951], [-1.55921, 1.43103, 5.16602], [-3.09465, 0.85852, 4.43967], [-2.96071, 2.54307, 5.03649], [-2.83866, 3.02604, 0.87667], [-3.82687, 3.48696, 2.29900], [-3.85262, 1.80137, 1.69342], [-0.71273, 3.64178, 3.06467], [0.18116, 3.31093, 3.60867], [-1.18316, 4.47889, 3.59702], [-0.41664, 3.94120, 2.05173], [1.08678, -1.52344, -1.05209], [2.41950, -0.82548, 2.14144], [3.21207, -1.53806, 3.10095], [3.88597, -2.68450, 2.69624], [4.57450, -3.44135, 3.64852], [4.57928, -3.03802, 4.98871], [3.87854, -1.89174, 5.38252], [3.18631, -1.13031, 4.43705], [2.90248, -0.74130, 1.24391], [2.18305, 0.11265, 2.46418], [3.82021, -3.00506, 1.65390], [5.10544, -4.34149, 3.33741], [5.12939, -3.62183, 5.73074], [3.86850, -1.58342, 6.42877], [2.60359, -0.25290, 4.72462]],
  "lowdin_charge": [1.144, -0.330, -0.070, 0.110, -0.048, 0.120, -0.038, 0.123, -0.046, 0.121, -0.069, 0.112, -0.338, -0.094, 0.103, -0.053, 0.120, -0.049, 0.123, -0.051, 0.122, -0.061, 0.116, -0.320, -0.062, 0.118, -0.041, 0.123, -0.036, 0.124, -0.047, 0.120, -0.085, 0.094, 0.921, -0.234, -0.379, 0.022, -0.397, -0.049, 0.052, -0.349, 0.123, -0.176, 0.097, 0.005, 0.640, -0.266, 0.038, 0.037, 0.062, -0.241, 0.032, 0.052, 0.065, -0.247, 0.033, 0.023, 0.063, 0.886, -0.166, -0.157, 0.077, 0.077, 0.078, 0.060, 0.077, 0.073, -0.161, 0.079, 0.076, 0.059, -0.014, -0.005, -0.382, -0.075, -0.058, -0.071, -0.070, -0.071, 0.101, 0.095, 0.066, 0.114, 0.113, 0.112, 0.109]
}

***

Model 2:
{
  "formula": "C35H44Cl2MoNOP3",
  "method": "ωB97M-V with the def2-TZVPD basis set",
  "total_charge": 2,
  "homo_energy_ev": [-13.1, -13.7],
  "orbital_gap_ev": [6.96, 7.75],
  "spin_multiplicity": 3,
  "s2": 2.03,
  "elements": ["P", "C", "C", "H", "C", "H", "C", "H", "C", "H", "C", "H", "C", "C", "H", "C", "H", "C", "H", "C", "H", "C", "H", "C", "C", "H", "C", "H", "C", "H", "C", "H", "C", "H", "Mo", "C", "C", "H", "C", "O", "H", "C", "H", "C", "Cl", "Cl", "P", "C", "H", "H", "H", "C", "H", "H", "H", "C", "H", "H", "H", "P", "C", "C", "H", "H", "H", "H", "H", "H", "C", "H", "H", "H", "H", "C", "C", "C", "C", "N", "C", "C", "H", "H", "H", "H", "H", "H", "H"],
  "xyz": [[-0.97166, 2.99390, -3.80220], [-2.64536, 2.97536, -4.44166], [-3.39599, 4.15095, -4.61639], [-2.99144, 5.10849, -4.29044], [-4.65407, 4.08850, -5.21949], [-5.21550, 5.00570, -5.38017], [-5.18611, 2.86221, -5.63124], [-6.15835, 2.82418, -6.12901], [-4.44959, 1.69023, -5.42543], [-4.86576, 0.73365, -5.74368], [-3.18809, 1.73566, -4.83409], [-2.61440, 0.82073, -4.66747], [-0.67900, 4.58723, -3.03953], [-1.49836, 4.94021, -1.95257], [-2.35616, 4.30921, -1.69145], [-1.19751, 6.07469, -1.19810], [-1.81785, 6.33545, -0.33916], [-0.11677, 6.89853, -1.54991], [0.08756, 7.81510, -0.98461], [0.67033, 6.56528, -2.65691], [1.49284, 7.21918, -2.95499], [0.40588, 5.40984, -3.39379], [1.02920, 5.14983, -4.25239], [0.19978, 2.73779, -5.14775], [0.04539, 3.41342, -6.36998], [-0.81092, 4.08319, -6.51267], [0.97402, 3.23557, -7.39727], [0.85615, 3.78410, -8.32807], [2.05575, 2.36249, -7.22356], [2.79589, 2.24320, -8.02490], [2.18758, 1.65379, -6.02164], [3.02850, 0.97361, -5.88460], [1.25117, 1.81756, -4.99761], [1.29891, 1.19356, -4.09027], [-0.27907, 0.47011, -0.17060], [1.49747, 1.35961, 0.79479], [2.01136, 2.48235, 0.24496], [1.98361, 0.94504, 1.70308], [1.41750, 2.89544, -1.09115], [2.46813, 2.81521, -2.08439], [2.10158, 2.94050, -2.98320], [0.31965, 1.93114, -1.35812], [1.05140, 3.93957, -1.06425], [-0.66943, 1.57642, -2.19670], [0.33603, -1.09240, 1.57803], [-1.97465, -1.11211, -0.88720], [-1.91133, 1.26057, 1.38604], [-2.78063, 0.02482, 2.40888], [-2.08807, -0.39805, 3.14661], [-3.14835, -0.78528, 1.76916], [-3.62290, 0.51632, 2.91751], [-1.24813, 2.38663, 2.64913], [-0.76763, 3.24575, 2.16345], [-0.49110, 1.85696, 3.24216], [-2.06011, 2.73324, 3.30603], [-3.26505, 2.18308, 0.61261], [-3.67562, 1.59248, -0.21716], [-2.88612, 3.13583, 0.22142], [-4.05055, 2.36939, 1.36143], [3.38750, 3.43994, 0.92351], [3.76391, 2.86714, 2.57339], [2.84506, 5.15641, 0.95918], [4.05268, 1.80571, 2.54652], [2.88771, 2.99501, 3.22787], [4.60190, 3.46921, 2.96179], [2.58103, 5.49002, -0.05553], [3.66211, 5.77867, 1.35720], [1.96175, 5.24510, 1.61008], [4.79181, 3.27248, -0.17851], [5.13370, 2.22646, -0.16678], [5.59893, 3.94149, 0.15568], [4.46029, 3.52425, -1.19675], [-1.26998, 0.65785, -2.34756], [4.25381, -4.27410, -2.86140], [3.27701, -3.25542, -2.33074], [2.08737, -3.65698, -1.72199], [1.20552, -2.67367, -1.24848], [1.45365, -1.36400, -1.35292], [2.58637, -0.97065, -1.93123], [3.53396, -1.88328, -2.43260], [4.61478, -4.93163, -2.06712], [3.79398, -4.90987, -3.62144], [5.11325, -3.77704, -3.30796], [1.82591, -4.70918, -1.60010], [0.26161, -2.94567, -0.76400], [2.76228, 0.11056, -2.00998], [4.44537, -1.50581, -2.88767]],
  "lowdin_charge": [1.179, -0.338, -0.071, 0.109, -0.048, 0.119, -0.036, 0.124, -0.049, 0.121, -0.070, 0.114, -0.351, -0.095, 0.107, -0.052, 0.118, -0.050, 0.123, -0.058, 0.121, -0.065, 0.115, -0.334, -0.064, 0.123, -0.041, 0.121, -0.034, 0.126, -0.047, 0.118, -0.094, 0.099, 0.865, -0.211, -0.376, 0.018, -0.378, -0.047, 0.072, -0.348, 0.124, -0.144, 0.038, -0.029, 0.646, -0.265, 0.039, 0.030, 0.063, -0.248, 0.035, 0.051, 0.065, -0.247, 0.046, 0.025, 0.065, 0.879, -0.169, -0.160, 0.077, 0.077, 0.079, 0.057, 0.077, 0.074, -0.161, 0.081, 0.075, 0.056, -0.008, -0.034, -0.254, 0.003, -0.166, -0.023, -0.140, -0.014, 0.094, 0.093, 0.078, 0.128, 0.068, 0.092, 0.111]
}

***

Energy ordering: model 1 at the bottom, the next structure 1.296 eV above.

***

Model 1:
{
  "formula": "C5H5PS",
  "method": "ωB97M-V with the def2-TZVPD basis set",
  "homo_energy_ev": -7.5,
  "orbital_gap_ev": 6.43,
  "elements": ["C", "C", "C", "C", "C", "P", "S", "H", "H", "H", "H", "H"],
  "xyz": [[-1.17839, 1.34042, -0.70906], [-1.83157, 0.11566, -0.95469], [0.02399, -1.61470, 0.21745], [0.09728, 1.61852, -0.24012], [2.18070, 0.05938, 1.27060], [0.80874, 0.02464, 0.33656], [-1.39467, -1.50587, -0.74683], [-1.75881, 2.21012, -1.00970], [-2.78105, 0.14528, -1.47273], [0.53192, -2.55718, 0.26051], [2.64111, -0.84252, 1.62701], [2.66075, 1.00627, 1.42099]],
  "lowdin_charge": [-0.364, -0.472, -0.594, -0.179, -0.274, 0.837, 0.938, 0.076, 0.051, 0.001, -0.009, -0.011]
}

***

Model 2:
{
  "formula": "C5H5PS",
  "method": "ωB97M-V with the def2-TZVPD basis set",
  "homo_energy_ev": -8.5,
  "orbital_gap_ev": 8.71,
  "elements": ["C", "C", "C", "C", "C", "P", "S", "H", "H", "H", "H", "H"],
  "xyz": [[1.66930, 0.68044, 1.66750], [1.08503, 0.37829, 0.66807], [-0.72435, 1.12217, -0.70734], [-0.39288, -1.30365, -0.36218], [0.31018, 0.04455, -0.51895], [-2.29264, 0.91003, -0.16467], [-2.02618, -1.07727, 0.44444], [2.20188, 0.92615, 2.53716], [-0.41040, 2.06964, -1.11347], [-0.58299, -1.76175, -1.33348], [0.17305, -1.99155, 0.26230], [0.99000, 0.00294, -1.37940]],
  "lowdin_charge": [0.139, -0.137, -0.490, -0.498, -0.486, 0.646, 0.473, 0.020, 0.043, 0.072, 0.074, 0.142]
}

***

Energy ordering: model 2 at the bottom, the next structure 3.335 eV above.

***

Model 1:
{
  "formula": "C5H10CaO3",
  "method": "ωB97M-V with the def2-TZVPD basis set",
  "homo_energy_ev": -6.4,
  "orbital_gap_ev": 6.21,
  "elements": ["O", "C", "C", "O", "C", "C", "O", "C", "Ca", "H", "H", "H", "H", "H", "H", "H", "H", "H", "H"],
  "xyz": [[-0.22601, -2.19949, 1.10069], [-1.53064, -1.77262, 0.74691], [-1.47260, -0.50850, -0.09935], [-1.02241, 0.54807, 0.86047], [-0.81232, 1.82026, 0.29845], [0.09768, 1.76608, -0.92356], [1.29451, 1.05148, -0.57784], [2.34547, 1.22330, -1.52067], [0.66663, -0.81787, 0.17652], [-2.13004, -1.61544, 1.67328], [-2.06220, -2.53773, 0.14320], [-2.45963, -0.22047, -0.49436], [-0.42166, 2.49436, 1.07233], [-1.77556, 2.24065, -0.04016], [0.36681, 2.78637, -1.22897], [2.66175, 2.27530, -1.52716], [3.17948, 0.58637, -1.20773], [2.01232, 0.93174, -2.52806], [-0.49776, 1.25440, -1.75693]],
  "lowdin_charge": [-0.544, -0.443, -0.357, -0.301, -0.222, -0.217, -0.398, -0.078, 1.443, 0.102, 0.101, 0.082, 0.130, 0.133, 0.129, 0.101, 0.095, 0.105, 0.141]
}

***

Model 2:
{
  "formula": "C5H10CaO3",
  "method": "ωB97M-V with the def2-TZVPD basis set",
  "homo_energy_ev": -7.0,
  "orbital_gap_ev": 6.61,
  "elements": ["C", "O", "C", "O", "C", "C", "O", "C", "Ca", "H", "H", "H", "H", "H", "H", "H", "H", "H", "H"],
  "xyz": [[-2.16081, -1.13832, -1.53043], [-0.88784, -1.32390, -2.07218], [-2.14549, -0.09899, -0.40251], [-1.06551, -0.40624, 0.46429], [-0.22082, 0.79684, 1.46503], [1.20415, 0.68144, 1.48582], [1.70704, 0.24317, 0.18460], [3.07450, 0.53310, -0.04640], [0.45510, -1.08443, -0.73116], [-2.55932, -2.08873, -1.11589], [-2.88776, -0.79742, -2.29374], [-3.10102, -0.09397, 0.14928], [-1.99231, 0.91080, -0.82967], [-0.67039, 0.37322, 2.37246], [-0.58230, 1.73306, 1.01725], [1.56449, -0.06285, 2.21585], [3.33223, 0.17004, -1.04897], [3.22951, 1.61921, 0.01403], [3.70657, 0.03398, 0.70235]],
  "lowdin_charge": [-0.379, -0.516, -0.278, -0.434, -0.096, -0.223, -0.505, -0.105, 1.532, 0.107, 0.109, 0.118, 0.119, 0.108, 0.098, 0.067, 0.086, 0.097, 0.094]
}

***

Energy ordering: model 1 at the bottom, the next structure 0.181 eV above.

***

Model 1:
{
  "formula": "C2",
  "method": "ωB97M-V with the def2-TZVPD basis set",
  "homo_energy_ev": -9.2,
  "orbital_gap_ev": 6.43,
  "elements": ["C", "C"],
  "xyz": [[0.00000, 0.00000, 0.98669], [0.00000, 0.00000, -0.98669]],
  "lowdin_charge": [0.000, 0.000]
}

***

Model 2:
{
  "formula": "C2",
  "method": "ωB97M-V with the def2-TZVPD basis set",
  "homo_energy_ev": -9.3,
  "orbital_gap_ev": 6.44,
  "elements": ["C", "C"],
  "xyz": [[0.35667, -0.18851, 0.88927], [-0.35667, 0.18851, -0.88927]],
  "lowdin_charge": [0.000, 0.000]
}

***

Energy ordering: model 2 at the bottom, the next structure 0.136 eV above.

***

Model 1:
{
  "formula": "C2",
  "method": "ωB97M-V with the def2-TZVPD basis set",
  "homo_energy_ev": -11.6,
  "orbital_gap_ev": 6.89,
  "elements": ["C", "C"],
  "xyz": [[0.00000, 0.00000, 0.62264], [0.00000, 0.00000, -0.62264]],
  "lowdin_charge": [0.000, 0.000]
}

***

Model 2:
{
  "formula": "C2",
  "method": "ωB97M-V with the def2-TZVPD basis set",
  "homo_energy_ev": -10.8,
  "orbital_gap_ev": 6.09,
  "elements": ["C", "C"],
  "xyz": [[-0.04015, 0.21722, 0.69644], [0.04015, -0.21722, -0.69644]],
  "lowdin_charge": [0.000, 0.000]
}

***

Energy ordering: model 1 at the bottom, the next structure 1.144 eV above.

***

Model 1:
{
  "formula": "C4H13NO2",
  "method": "ωB97M-V with the def2-TZVPD basis set",
  "total_charge": 1,
  "homo_energy_ev": [-15.2, -14.9],
  "orbital_gap_ev": [11.63, 6.38],
  "spin_multiplicity": 2,
  "s2": 0.76,
  "elements": ["C", "N", "C", "C", "C", "O", "H", "H", "H", "H", "H", "H", "H", "H", "H", "H", "H", "H", "H", "O"],
  "xyz": [[0.32505, 1.23549, -1.19157], [-0.11417, 1.30307, 0.21701], [2.02845, 0.29743, 1.06769], [0.49463, 0.43403, 1.19525], [0.10554, -1.09594, 0.83910], [-1.20797, -1.36997, 1.15786], [-0.60328, 1.39286, -1.68671], [0.62542, 0.21090, -1.41486], [1.12964, 1.83788, -1.33219], [-0.09470, 2.36608, 0.57758], [2.44277, -0.49061, 1.65577], [2.49649, 1.19221, 1.47504], [2.42254, -0.02733, 0.09463], [-0.10442, 0.70060, 2.10637], [0.43654, -1.36664, -0.26151], [0.53416, -1.83033, 1.53384], [-1.71799, -0.52371, 0.87444], [-1.45158, 0.18341, -2.82922], [-0.63626, -1.01609, -2.24263], [-1.59231, -0.75213, -2.59941]],
  "lowdin_charge": [-0.011, 0.093, -0.011, -0.268, -0.226, -0.009, 0.090, 0.072, 0.088, 0.243, 0.089, 0.103, 0.108, 0.180, 0.151, 0.144, 0.152, 0.018, 0.080, -0.085]
}

***

Model 2:
{
  "formula": "C4H13NO2",
  "method": "ωB97M-V with the def2-TZVPD basis set",
  "total_charge": 1,
  "homo_energy_ev": [-15.1, -15.1],
  "orbital_gap_ev": [11.53, 5.78],
  "spin_multiplicity": 2,
  "s2": 0.76,
  "elements": ["C", "O", "C", "C", "C", "N", "H", "H", "H", "H", "H", "H", "H", "H", "H", "H", "H", "H", "H", "O"],
  "xyz": [[0.78736, 0.64657, 2.00703], [2.14708, 0.16047, 2.17720], [0.41859, 0.22727, 0.51135], [-0.18083, 1.37338, -0.35600], [-0.49797, 0.80353, -1.80532], [-0.30012, -1.03915, 0.59338], [0.22654, 0.12283, 2.81056], [0.77186, 1.72060, 2.23297], [2.17625, -0.82827, 2.17964], [1.39992, 0.09418, 0.03442], [-1.24290, 1.52983, -0.07626], [0.45612, 2.22232, -0.42245], [0.34922, 0.07355, -2.02484], [-0.79726, 1.51393, -2.60805], [-1.44382, 0.17637, -1.77021], [-1.28326, -1.06275, 0.91438], [0.08923, -1.69101, 1.16470], [-1.55548, -1.75406, -2.41466], [-0.64336, -1.93511, -1.21756], [-0.87716, -2.35446, -1.93028]],
  "lowdin_charge": [-0.085, -0.017, -0.265, -0.154, -0.083, 0.277, 0.139, 0.155, 0.129, 0.163, 0.124, 0.115, 0.097, 0.098, 0.068, 0.180, 0.097, 0.108, -0.142, -0.004]
}

***

Energy ordering: model 1 at the bottom, the next structure 0.143 eV above.